(1)
Molecular formula: C55H116F12N6O9
Method: DFT, ωB97M-V/def2-TZVPD

Its SMILES is CCOC(=O)C(F)(F)F.CCOC(=O)C(F)(F)F.CCOC(=O)C(F)(F)F.CCOC(=O)C(F)(F)F.CCN(CC)CC.CCN(CC)CC.CCN(CC)CC.CCN(CC)CC.CCN(CC)CC.CCN(CC)CC.CC(C)=O. The largest force on an atom comes out at 1.5 eV/Å. The value obtained for the HOMO energy is -8.13 eV. The value obtained for the relative energy (zero: lowest compared OMol25 entry of this formula, charge and spin) is 0.0 kcal/mol.

```
198
Properties=species:S:1:pos:R:3:lowdin_charge:R:1
C 6.834 3.660 0.327 -0.0884
C 6.157 3.090 1.561 -0.2616
N 4.841 3.686 1.820 -0.1687
C 4.328 3.255 3.128 -0.2582
C 5.223 3.623 4.304 -0.0928
C 3.894 3.273 0.789 -0.2716
C 2.542 3.947 0.883 -0.0851
H 6.954 4.743 0.447 0.0808
H 6.255 3.533 -0.586 0.0471
H 7.836 3.252 0.201 0.0725
H 6.081 1.990 1.449 0.1233
H 6.780 3.313 2.424 0.0967
H 3.403 3.816 3.273 0.1062
H 4.075 2.181 3.147 0.1107
H 4.677 3.451 5.233 0.0281
H 6.103 2.978 4.361 0.0713
H 5.536 4.664 4.265 0.0857
H 3.771 2.171 0.804 0.1137
H 4.294 3.508 -0.197 0.0767
H 1.897 3.555 1.675 0.0488
H 1.960 3.680 -0.006 0.0533
H 2.631 5.025 0.995 0.0888
C 2.789 2.390 -2.717 -0.0773
C 2.145 3.690 -3.197 -0.2598
N 2.907 4.353 -4.241 -0.1968
C 2.178 5.499 -4.759 -0.2681
C 2.854 6.131 -5.970 -0.0952
C 4.276 4.657 -3.863 -0.2465
C 4.447 5.687 -2.726 -0.0647
H 3.598 2.554 -1.997 0.0533
H 3.219 1.839 -3.557 0.0665
H 2.064 1.726 -2.243 0.0610
H 1.211 3.380 -3.680 0.1159
H 1.885 4.337 -2.344 0.0963
H 1.211 5.124 -5.108 0.1140
H 1.999 6.264 -3.984 0.1161
H 3.762 6.672 -5.697 0.0616
H 3.123 5.369 -6.704 0.0798
H 2.183 6.827 -6.474 0.0696
H 4.826 4.983 -4.746 0.1031
H 4.763 3.722 -3.577 0.0990
H 5.395 5.520 -2.207 0.0626
H 3.661 5.577 -1.980 0.0619
H 4.486 6.704 -3.115 0.0665
C -4.281 1.756 -1.110 -0.0762
C -5.543 0.928 -1.225 -0.2576
N -5.279 -0.501 -1.171 -0.1776
C -6.351 -1.274 -1.794 -0.2707
C -6.171 -1.396 -3.305 -0.0754
C -4.972 -0.974 0.185 -0.2365
C -6.095 -0.768 1.207 -0.0713
H -3.781 1.597 -0.149 0.0617
H -4.457 2.825 -1.208 0.0665
H -3.563 1.459 -1.879 0.0685
H -6.324 1.247 -0.515 0.1167
H -5.983 1.121 -2.210 0.1083
H -6.404 -2.273 -1.359 0.0947
H -7.351 -0.833 -1.630 0.1164
H -7.016 -1.952 -3.724 0.0778
H -6.161 -0.420 -3.788 0.0709
H -5.278 -1.965 -3.548 0.0295
H -4.030 -0.514 0.501 0.0974
H -4.735 -2.036 0.117 0.0849
H -6.083 0.224 1.655 0.0651
H -6.014 -1.483 2.027 0.0684
H -7.055 -0.985 0.734 0.0695
C -4.863 -4.824 -4.351 -0.0697
C -4.407 -5.814 -3.288 -0.2258
N -4.823 -5.449 -1.930 -0.1778
C -4.137 -4.274 -1.419 -0.2651
C -2.645 -4.504 -1.226 -0.0629
C -6.261 -5.305 -1.787 -0.2694
C -7.039 -6.542 -2.238 -0.0943
H -5.942 -4.790 -4.500 0.0739
H -4.454 -5.049 -5.341 0.0735
H -4.465 -3.831 -4.135 0.0415
H -4.808 -6.813 -3.473 0.1042
H -3.323 -5.941 -3.331 0.1071
H -4.639 -4.021 -0.482 0.0987
H -4.295 -3.368 -2.033 0.0895
H -2.083 -4.300 -2.136 0.0515
H -2.459 -5.539 -0.935 0.0833
H -2.265 -3.873 -0.419 0.0613
H -6.476 -5.182 -0.723 0.1170
H -6.672 -4.447 -2.347 0.1025
H -8.086 -6.524 -1.948 0.0704
H -7.009 -6.696 -3.325 0.0629
H -6.576 -7.465 -1.868 0.0802
C 3.553 1.770 6.358 -0.0997
C 2.518 0.812 6.939 -0.2411
N 1.488 0.414 5.976 -0.1860
C 0.439 -0.382 6.567 -0.2726
C -0.461 0.359 7.553 -0.0781
C 2.039 -0.162 4.763 -0.2542
C 2.678 -1.540 4.898 -0.0829
H 4.095 2.273 7.156 0.0816
H 3.058 2.511 5.725 0.0673
H 4.265 1.258 5.705 0.0712
H 2.997 -0.081 7.379 0.1155
H 2.011 1.335 7.752 0.1021
H -0.180 -0.739 5.737 0.1059
H 0.818 -1.284 7.089 0.1171
H -1.168 -0.371 7.948 0.0738
H 0.106 0.768 8.390 0.0605
H -0.989 1.177 7.063 0.0671
H 2.758 0.516 4.299 0.0878
H 1.205 -0.222 4.051 0.0999
H 3.062 -1.877 3.935 0.0681
H 1.963 -2.284 5.255 0.0610
H 3.509 -1.552 5.610 0.0746
C 3.995 -1.311 -3.881 -0.0768
C 2.619 -1.752 -3.377 -0.2578
N 2.577 -3.173 -3.079 -0.1888
C 1.522 -3.493 -2.130 -0.2480
C 2.034 -3.308 -0.706 -0.0662
C 2.604 -3.990 -4.279 -0.2568
C 2.660 -5.491 -4.016 -0.0870
H 4.098 -0.223 -3.915 0.0495
H 4.155 -1.658 -4.901 0.0646
H 4.776 -1.686 -3.220 0.0795
H 2.398 -1.195 -2.463 0.0945
H 1.857 -1.502 -4.137 0.1204
H 0.646 -2.856 -2.323 0.0923
H 1.204 -4.523 -2.263 0.1006
H 2.761 -4.090 -0.484 0.0766
H 2.539 -2.344 -0.637 0.0557
H 1.224 -3.366 0.024 0.0494
H 3.525 -3.781 -4.832 0.1064
H 1.789 -3.735 -4.974 0.0997
H 3.005 -5.994 -4.922 0.0729
H 1.692 -5.923 -3.761 0.0569
H 3.377 -5.719 -3.226 0.0797
C 4.086 -5.745 3.459 -0.0465
C 2.957 -5.388 4.412 -0.1953
O 1.693 -5.729 3.842 0.0522
C 1.170 -4.848 3.018 -0.3950
O 1.585 -3.758 2.768 0.1449
C -0.149 -5.372 2.401 -0.5451
F -0.546 -6.524 2.928 0.1794
F -1.107 -4.468 2.583 0.1721
F 0.014 -5.551 1.080 0.1569
H 4.014 -6.782 3.136 0.0836
H 5.065 -5.568 3.895 0.0828
H 3.986 -5.101 2.581 0.0780
H 3.025 -4.339 4.694 0.1004
H 3.028 -5.944 5.347 0.1286
C -1.399 -0.903 -1.878 -0.0494
C -2.224 -1.150 -3.121 -0.1722
O -1.607 -2.263 -3.794 0.0173
C -2.028 -2.620 -4.981 -0.4228
O -2.881 -2.099 -5.634 0.1728
C -1.236 -3.826 -5.521 -0.5422
F -0.635 -4.518 -4.557 0.1621
F -2.040 -4.628 -6.211 0.1730
F -0.283 -3.385 -6.369 0.1518
H -1.170 -1.842 -1.375 0.0550
H -1.920 -0.270 -1.159 0.0662
H -0.465 -0.403 -2.153 0.0841
H -2.277 -0.261 -3.749 0.1346
H -3.247 -1.426 -2.856 0.0958
C -1.863 8.454 -1.830 -0.0523
C -1.641 8.130 -0.365 -0.1948
O -1.928 6.748 -0.100 0.0413
C -0.930 5.912 -0.285 -0.4034
O 0.206 6.170 -0.547 0.1626
C -1.359 4.439 -0.169 -0.5362
F -0.920 3.784 -1.253 0.1602
F -0.763 3.894 0.896 0.1510
F -2.673 4.252 -0.070 0.1719
H -2.223 9.477 -1.925 0.0782
H -2.553 7.740 -2.269 0.0869
H -0.930 8.441 -2.399 0.0787
H -2.405 8.672 0.196 0.1233
H -0.685 8.421 0.058 0.1255
C -0.137 2.920 3.937 -0.0594
C -1.639 2.811 3.954 -0.1952
O -2.022 1.481 4.331 0.0395
C -3.151 1.019 3.839 -0.4092
O -3.849 1.521 3.015 0.1705
C -3.537 -0.356 4.430 -0.5407
F -2.762 -0.760 5.436 0.1622
F -4.794 -0.305 4.873 0.1712
F -3.467 -1.288 3.467 0.1507
H 0.276 2.815 4.943 0.0710
H 0.201 3.848 3.481 0.0758
H 0.299 2.094 3.374 0.0629
H -2.015 3.079 2.966 0.1041
H -2.100 3.547 4.617 0.1347
C -0.560 -1.124 1.684 0.0097
C -0.117 0.229 1.176 -0.4902
O -0.865 1.178 1.187 0.0643
C 1.310 0.375 0.736 0.0055
H -1.162 -1.575 0.893 0.0743
H -1.196 -0.965 2.548 0.0697
H 0.294 -1.756 1.918 0.0621
H 1.989 0.276 1.586 0.0841
H 1.491 1.323 0.231 0.0618
H 1.551 -0.423 0.022 0.0683
```

***

(2)
Molecular formula: C5H10O3Si
Method: DFT, ωB97M-V/def2-TZVPD

The largest force on an atom comes out at 4.7 eV/Å. The value obtained for the HOMO energy is -8.70 eV. The value obtained for the relative energy (zero: lowest compared OMol25 entry of this formula, charge and spin) is 86.3 kcal/mol.

```
19
Properties=species:S:1:pos:R:3:lowdin_charge:R:1
C 0.652 0.682 -0.539 -0.2045
C 0.303 -0.672 0.121 0.0619
C 1.953 1.015 0.127 -0.2269
C 1.549 -1.294 0.396 -0.2869
C 2.696 -0.319 0.190 -0.2004
O -3.017 1.237 0.129 -0.0930
O -5.622 0.211 -0.120 -0.2847
O -3.239 -1.302 -0.091 -0.0712
Si -4.118 0.014 -0.003 0.2938
H 0.066 1.473 -0.856 0.0742
H 2.486 1.860 -0.342 0.1114
H 1.741 1.314 1.243 0.1480
H 1.567 -1.756 1.372 0.1122
H 1.552 -2.200 -0.336 0.1651
H 2.912 -0.583 -0.836 0.0995
H 3.589 -0.419 0.739 0.0949
H -3.615 1.966 0.148 0.0316
H 0.874 0.124 -1.528 0.1575
H -2.330 -1.352 0.186 0.0175
```

***

(3)
Molecular formula: C3H7ClOS
Method: DFT, ωB97M-V/def2-TZVPD

Its SMILES is CC=[S@@](C)(=O)Cl. The largest force on an atom comes out at 3.7 eV/Å. The value obtained for the HOMO energy (alpha / beta) is -8.60 / -8.60 eV. The value obtained for the relative energy (zero: lowest compared OMol25 entry of this formula, charge and spin) is 84.0 kcal/mol.

```
13
Properties=species:S:1:pos:R:3:lowdin_charge:R:1
C -0.476 0.448 0.420 -0.2994
C -0.893 1.850 0.226 -0.1828
C 1.417 -1.702 -0.198 -0.2555
O 1.026 0.253 -1.780 -0.4315
S 1.096 0.057 -0.320 0.4619
Cl 3.016 0.546 0.276 0.2719
H -0.252 0.200 1.436 0.0362
H -1.795 1.960 -0.350 0.0665
H -1.225 2.347 1.136 0.0778
H -0.092 2.273 -0.336 0.0559
H 0.582 -2.077 -0.794 0.0629
H 2.295 -1.876 -0.771 0.0296
H 1.547 -2.226 0.819 0.1065
```